Entry 1:
Computed, not measured: a molecular structure, C6H6N2 in a non-equilibrium geometry, with the ωB97M-V functional and the def2-TZVPD basis.

For the HOMO-LUMO gap, the calculation gives 10.223 eV. For the HOMO energy, the calculation gives -0.3515 hartree. The calculation puts the energy above the lowest of the compared OMol25 structures with the same formula, charge and spin at 125.2 kcal/mol. As for the total charge: 0.

```
14
Properties=species:S:1:pos:R:3:forces:R:3
C -1.6646 0.1611 -0.4611 -7.895 -1.483 1.561
C -0.3135 0.2983 -0.8705 0.801 2.985 -0.047
C 0.2763 -0.9665 -0.0756 0.889 -0.541 0.287
C 0.4595 1.0130 0.3615 0.758 -1.318 -1.268
C 1.8339 0.5416 -0.1734 3.212 1.205 3.049
C 1.8021 -0.8244 -0.2451 -0.009 3.618 -0.881
H -0.1454 1.0017 -1.9505 -0.275 -3.132 2.867
H -0.2181 -1.9210 -0.2845 0.116 0.221 0.498
H -1.0184 0.0072 1.1803 1.806 -0.975 1.990
H 0.3487 2.1022 0.5906 -0.166 -1.153 0.097
H 2.7778 1.2951 -0.0073 -2.287 -2.218 -0.923
H 2.7178 -1.3655 -0.5327 -1.196 -0.469 0.333
N -2.7229 -0.1623 0.0398 5.236 1.952 -2.961
N 0.0338 -0.1889 1.3587 -0.990 1.307 -4.603
```
Forces are in eV/Å.

Entry 2:
Computed, not measured: a single C6H6N2O molecule in a non-equilibrium geometry, with the ωB97M-V functional and the def2-TZVPD basis.

For the HOMO-LUMO gap, the calculation gives 10.251 eV. For the HOMO energy, the calculation gives -0.3488 hartree. The calculation puts the energy above the lowest of the compared OMol25 structures with the same formula, charge and spin at 97.8 kcal/mol. As for the total charge: 0.

```
15
Properties=species:S:1:pos:R:3:forces:R:3
O 1.5746 -1.6342 -1.7594 -6.539 10.516 7.504
N 0.2507 -1.7998 -1.9283 2.744 -4.886 -4.989
C -0.5650 -1.1939 -1.2979 -5.775 2.436 3.311
C -0.3912 -0.2110 -0.2015 -2.484 -0.034 -0.606
C 0.7773 0.3720 0.0986 0.973 1.559 1.061
C 0.8060 1.4117 1.0499 -1.802 -3.586 -2.780
C -0.3068 1.6865 1.7308 -1.841 -3.664 -5.393
N -1.4886 1.1595 1.4795 -0.981 -1.488 -0.986
C -1.5140 0.2420 0.4950 -1.150 -0.083 1.416
H 2.0799 -2.1696 -2.1072 6.635 -9.158 -6.241
H -1.7209 -1.4575 -1.5715 2.921 0.639 0.639
H 1.5592 -0.1137 -0.3855 1.968 0.275 -0.434
H 1.5883 1.8366 1.4544 4.608 1.884 1.220
H -0.1839 2.1899 2.5063 0.334 5.001 6.747
H -2.4656 -0.3186 0.4368 0.391 0.589 -0.467
```
Forces are in eV/Å.